1.
{"formula": "C4H8N2OS", "method": "ωB97M-V/def2-TZVPD", "multiplicity": 1, "energy_ha": -740.08052, "orbital_gap_ev": 9.6, "relative_energy_kj_mol": 214.0, "lumo_energy_ev": 0.6, "symbols": ["N", "N", "C", "O", "S", "C", "C", "C", "H", "H", "H", "H", "H", "H", "H", "H"], "xyz": [[-3.2444, -0.4541, 0.1071], [-2.3098, 0.5893, -0.1096], [-0.9826, 0.6075, -0.1491], [-0.2324, 1.5599, -0.0759], [-0.4625, -1.1247, -0.1607], [1.2957, -0.8766, -0.2190], [2.0815, 0.3541, -0.6829], [1.9928, -0.0098, 0.8333], [-2.8139, -1.0525, 0.8632], [-3.2947, -0.9610, -0.8151], [-2.6588, 1.5397, 0.1406], [1.7032, -1.8523, -0.4628], [3.0829, 0.0720, -1.0873], [1.6747, 1.2906, -1.0669], [2.8149, -0.3099, 1.3768], [1.3534, 0.6278, 1.5084]], "atomic_forces_ev_per_a": [[1.7, -0.8, -0.5], [-2.4, 3.6, 0.5], [1.4, -1.9, 0.6], [-1.4, -0.2, -0.3], [0.5, 0.5, -0.5], [0.8, 0.7, 0.7], [1.2, -0.9, 1.0], [-2.6, 1.5, -1.3], [-0.9, 0.4, -1.3], [0.0, 0.2, 1.6], [0.0, -1.2, -0.4], [0.3, 0.2, 0.1], [-1.0, 0.3, 0.1], [0.0, -0.7, 0.3], [1.9, -1.0, 0.6], [0.4, -0.7, -1.3]], "lowdin_charge": [-0.001, -0.130, -0.766, 0.002, 0.975, -0.585, -0.127, -0.146, 0.075, 0.099, 0.163, 0.081, 0.104, 0.088, 0.055, 0.112]}

=====

2.
{"formula": "C4H8N2OS", "method": "ωB97M-V/def2-TZVPD", "multiplicity": 1, "energy_ha": -740.09239, "orbital_gap_ev": 8.7, "relative_energy_kj_mol": 182.8, "lumo_energy_ev": 0.5, "symbols": ["C", "N", "N", "C", "C", "C", "O", "S", "H", "H", "H", "H", "H", "H", "H", "H"], "xyz": [[-2.2963, -1.3286, 0.2190], [-1.2540, -0.7432, -0.2354], [-1.1991, 0.5825, -0.3394], [0.0702, 1.2237, -0.5303], [1.1873, 0.7250, 0.4436], [2.0538, -0.4253, -0.0924], [1.3996, -1.4488, -0.5726], [3.7005, -0.4406, -0.0174], [-3.0691, -0.7063, 0.6884], [-2.2138, -2.3955, 0.3765], [-1.7406, 1.0446, 0.4022], [-0.0674, 2.2933, -0.4304], [0.4340, 0.9663, -1.5369], [0.7144, 0.4031, 1.3763], [1.8796, 1.5624, 0.6554], [0.4007, -1.3125, -0.4068]], "atomic_forces_ev_per_a": [[1.0, 0.9, 0.7], [0.3, -1.4, -0.3], [-1.6, 1.5, 1.0], [1.6, -1.4, -0.3], [0.6, 0.7, -0.3], [0.8, 0.5, 0.6], [-1.5, -0.2, 0.1], [-0.7, 0.3, -0.1], [-0.2, -0.5, -0.3], [-0.4, 0.0, -0.2], [0.0, -0.1, -0.5], [-0.1, 0.1, -0.1], [-0.3, 0.5, 0.1], [0.2, 0.0, 0.1], [-0.4, -0.5, 0.1], [0.9, -0.3, -0.6]], "lowdin_charge": [-0.002, -0.097, -0.091, -0.181, -0.179, -0.921, -0.024, 0.664, 0.078, 0.070, 0.137, 0.118, 0.127, 0.118, 0.101, 0.082]}

=====

3.
{"formula": "C4H8N2OS", "method": "ωB97M-V/def2-TZVPD", "multiplicity": 1, "energy_ha": -739.84395, "orbital_gap_ev": [8.3, 7.1], "relative_energy_kj_mol": 835.1, "lumo_energy_ev": [-0.5, -0.8], "symbols": ["C", "C", "C", "C", "N", "N", "O", "S", "H", "H", "H", "H", "H", "H", "H", "H"], "xyz": [[-2.5653, 0.1860, -0.6538], [-3.4217, 0.9795, -0.1444], [-1.8932, -0.9772, 0.2075], [3.2883, 0.8510, 0.3171], [1.4121, 0.0330, -0.8056], [-0.5592, -1.2645, -0.0622], [2.8086, 0.0436, -0.7109], [0.6415, -0.3205, 0.6037], [-2.0139, 0.2052, -1.6668], [-3.5522, 0.9118, 0.8892], [-1.8911, -0.7359, 1.3393], [-2.4588, -1.7396, -0.2699], [4.4869, 0.9457, 0.1692], [3.1413, 0.2673, 1.2658], [2.9275, 1.8661, 0.5972], [-0.3508, -1.2516, -1.0755]], "atomic_forces_ev_per_a": [[3.7, -0.9, -1.9], [-0.1, 0.4, -0.3], [-1.4, 2.5, 1.1], [3.6, -0.4, 2.5], [0.3, -0.1, -0.1], [1.6, -0.5, -2.0], [-1.0, 1.0, -0.9], [0.7, 0.4, 0.6], [-1.5, 0.1, 1.2], [-1.2, 0.6, 1.6], [-1.2, -0.9, -1.8], [-0.7, -1.6, 1.0], [-2.9, -0.3, 0.2], [0.4, 0.4, -0.4], [-0.4, -0.5, -1.4], [0.0, -0.5, 0.5]], "lowdin_charge": [-0.222, 0.099, -0.321, -0.205, -0.321, -0.404, -0.286, 0.930, 0.122, 0.016, 0.135, 0.100, 0.137, 0.053, 0.086, 0.081]}

=====

4.
{"formula": "C4H8N2OS", "method": "ωB97M-V/def2-TZVPD", "multiplicity": 1, "energy_ha": -739.89647, "orbital_gap_ev": 9.0, "relative_energy_kj_mol": 697.2, "lumo_energy_ev": 0.7, "symbols": ["C", "C", "C", "C", "H", "H", "H", "H", "H", "H", "H", "H", "N", "N", "O", "S"], "xyz": [[2.5210, -0.7197, 0.4504], [0.5525, -0.0523, -0.3438], [-0.3025, 0.9557, -0.8901], [-1.3633, 1.4584, -0.2531], [3.0269, -1.3611, -0.6072], [1.6548, -1.6315, 1.2230], [3.4069, -0.0550, 1.0164], [0.1836, 1.6801, -1.4729], [-1.7974, 2.6316, -0.2228], [-1.9696, -0.5195, 0.8963], [-2.8011, 1.2938, 1.4012], [-1.8061, -1.3020, -1.3140], [-1.9453, 0.5993, 0.7916], [0.2311, -1.2356, -0.1291], [1.8190, 0.3036, -0.2678], [-1.4107, -2.0457, -0.2780]], "atomic_forces_ev_per_a": [[3.2, -1.9, -0.6], [-2.4, 0.5, -2.4], [-0.1, 2.3, -0.2], [-2.5, -0.8, 3.7], [-1.2, 1.3, 3.9], [3.1, 3.4, -2.6], [-2.3, -2.3, -1.3], [0.8, 0.7, -1.1], [1.2, -3.7, -0.7], [0.0, 3.4, -0.8], [3.5, -3.6, -2.4], [-0.4, 0.1, -0.2], [-3.4, 4.2, 1.7], [-2.4, -4.4, 1.2], [0.1, -0.5, 1.9], [2.9, 1.2, -0.3]], "lowdin_charge": [-0.139, -0.601, -0.118, -0.185, 0.152, 0.212, 0.113, 0.085, 0.172, -0.021, 0.181, -0.131, -0.099, -0.275, -0.108, 0.761]}

=====

5.
{"formula": "C4H8N2OS", "method": "ωB97M-V/def2-TZVPD", "multiplicity": 1, "energy_ha": -740.01488, "orbital_gap_ev": 8.8, "relative_energy_kj_mol": 386.3, "lumo_energy_ev": 0.6, "symbols": ["N", "C", "C", "O", "N", "C", "S", "C", "H", "H", "H", "H", "H", "H", "H", "H"], "xyz": [[0.2229, -0.2607, -2.0934], [-0.1831, -0.8680, -0.8908], [0.9225, -1.1420, 0.1840], [1.2791, 0.2345, 0.5669], [0.0333, 0.8589, 0.7007], [-0.3746, 1.5838, 1.7529], [0.5635, 2.2775, 2.8975], [-0.9387, 0.1384, -0.0837], [0.6876, 0.6756, -2.0228], [0.9350, -0.8689, -2.3952], [-0.7226, -1.7701, -1.2935], [1.9957, -1.6652, 0.0529], [0.2042, -1.4964, 1.1409], [-1.4713, 1.9832, 1.7746], [-1.6341, -0.4320, 0.5780], [-1.5195, 0.7515, -0.8691]], "atomic_forces_ev_per_a": [[1.2, 2.0, -1.3], [0.7, -1.0, 0.5], [-0.3, -0.1, 2.6], [-0.1, -0.3, 0.3], [-1.3, -0.2, -0.5], [-0.3, 1.8, 0.6], [0.2, -0.3, 0.2], [-3.1, -0.4, -1.2], [-0.7, -1.1, 0.4], [1.1, -0.6, -1.4], [0.1, 0.6, 1.5], [-2.9, 0.9, 0.0], [2.6, -0.1, -2.2], [1.8, -1.5, -0.8], [0.2, 0.8, -0.4], [0.8, -0.5, 1.6]], "lowdin_charge": [0.033, -0.419, -0.085, -0.112, -0.202, -0.715, 0.585, -0.168, 0.116, 0.059, 0.164, 0.173, 0.173, 0.105, 0.133, 0.161]}

=====

6.
{"formula": "C4H8N2S", "method": "ωB97M-V/def2-TZVPD", "multiplicity": 1, "energy_ha": -664.86408, "orbital_gap_ev": 9.3, "relative_energy_kj_mol": 180.3, "lumo_energy_ev": 0.8, "symbols": ["C", "N", "C", "C", "S", "C", "N", "H", "H", "H", "H", "H", "H", "H", "H"], "xyz": [[-2.6508, -0.5146, -0.2764], [-1.2501, -0.1870, -0.3262], [-0.3954, -0.7985, 0.6859], [0.8024, 0.1326, 0.7275], [2.1187, -0.4348, -0.4161], [0.1276, 1.3917, 0.2362], [-0.9982, 1.1670, -0.3374], [-3.0990, -0.2935, 0.7228], [-3.2092, 0.0574, -1.0393], [-2.7818, -1.5673, -0.4762], [-0.9112, -0.7942, 1.6727], [-0.1374, -1.8469, 0.3988], [1.2196, 0.2175, 1.7291], [2.9343, 0.6439, -0.2226], [0.5203, 2.4123, 0.2791]], "atomic_forces_ev_per_a": [[-0.7, 0.5, 0.2], [0.1, 0.1, -0.1], [-0.1, -1.0, -0.1], [0.0, 0.4, 0.2], [0.3, 0.5, 0.1], [-0.4, 0.3, -0.2], [0.5, 0.2, 0.3], [0.2, -0.1, -0.4], [0.4, -0.2, 0.4], [0.0, -0.3, -0.1], [0.2, 0.0, -0.3], [-0.2, 0.8, 0.3], [0.0, 0.0, -0.1], [-0.4, -0.5, -0.1], [0.0, -0.5, 0.0]], "lowdin_charge": [-0.089, -0.245, -0.220, -0.632, 0.725, -0.185, 0.069, 0.088, 0.089, 0.074, 0.126, 0.123, 0.094, -0.128, 0.110]}

=====

7.
{"formula": "C4H8N2S", "method": "ωB97M-V/def2-TZVPD", "multiplicity": 1, "energy_ha": -664.77031, "orbital_gap_ev": 8.4, "relative_energy_kj_mol": 426.5, "lumo_energy_ev": 0.0, "symbols": ["C", "C", "C", "C", "N", "N", "S", "H", "H", "H", "H", "H", "H", "H", "H"], "xyz": [[-2.7809, 0.1843, -0.3093], [0.8886, 1.9169, 0.3172], [0.2163, -2.2680, -0.1537], [0.9626, 0.4301, 0.1112], [-3.8441, 0.5237, -0.0029], [-1.5892, -0.2507, -0.6213], [-0.3588, -0.6886, 0.7228], [0.5154, 2.0394, 1.2666], [1.8194, 2.2380, 0.4062], [0.2353, 2.3878, -0.4094], [0.0808, -1.8946, -1.2315], [-0.4908, -2.8934, 0.3329], [1.3146, -2.2559, 0.0956], [1.9640, 0.1646, 0.3946], [1.0669, 0.3662, -0.9190]], "atomic_forces_ev_per_a": [[0.6, -0.4, 1.4], [-4.1, -1.9, -0.6], [1.1, 4.2, -0.4], [0.6, 0.0, 0.3], [-0.9, 0.4, -0.1], [2.6, -0.9, 0.7], [-1.1, 1.3, -3.1], [-1.3, 0.9, 2.3], [4.1, 1.9, -0.4], [0.2, 0.3, 0.0], [-0.2, -1.3, 1.5], [0.0, -1.5, -0.4], [-1.2, -0.9, -0.1], [0.2, -1.0, 1.1], [-0.7, -1.1, -2.3]], "lowdin_charge": [-0.579, -0.108, -0.220, -0.456, 0.073, -0.223, 1.033, 0.051, 0.033, 0.098, 0.075, 0.019, 0.060, 0.084, 0.060]}

=====

8.
{"formula": "C4H8N2S", "method": "ωB97M-V/def2-TZVPD", "multiplicity": 1, "energy_ha": -664.81791, "orbital_gap_ev": 8.4, "relative_energy_kj_mol": 301.6, "lumo_energy_ev": 0.7, "symbols": ["C", "N", "C", "C", "C", "N", "S", "H", "H", "H", "H", "H", "H", "H", "H"], "xyz": [[-1.5437, -0.7944, -0.5756], [-0.6682, 0.0756, 0.1390], [0.5816, 0.1742, 0.2786], [1.7800, -0.5437, 0.4511], [0.7999, 1.8949, 1.0464], [-0.3738, 2.4144, 1.2188], [2.3232, 2.2896, 1.3398], [-2.3977, -1.0341, 0.0416], [-1.0333, -1.7641, -0.7208], [-1.7074, -0.3401, -1.5593], [2.3026, 0.1522, 1.2752], [2.3948, -0.3561, -0.4782], [1.7271, -1.7163, 0.5922], [-1.1654, 1.9418, 0.8044], [-0.4214, 3.3310, 1.6301]], "atomic_forces_ev_per_a": [[1.9, -1.8, 0.1], [0.8, 1.4, -0.5], [-4.2, 3.5, 2.5], [3.0, -1.6, -0.4], [0.0, -4.0, -1.8], [0.2, 1.2, 0.3], [0.9, 1.4, 0.7], [-0.6, 0.5, -0.3], [-0.3, 0.0, -0.4], [-0.6, -0.2, 0.4], [-0.4, -2.2, -1.4], [-0.2, -0.3, 1.0], [-0.1, 2.6, 0.0], [-0.1, -0.4, 0.0], [-0.3, 0.1, -0.1]], "lowdin_charge": [-0.113, -0.048, -0.290, -0.137, -0.819, 0.070, 0.663, 0.072, 0.074, 0.089, 0.016, 0.101, 0.124, 0.089, 0.108]}

=====

9.
{"formula": "C4H8N2S", "method": "ωB97M-V/def2-TZVPD", "multiplicity": 1, "energy_ha": -664.80831, "orbital_gap_ev": 8.8, "relative_energy_kj_mol": 326.8, "lumo_energy_ev": 0.2, "symbols": ["C", "N", "S", "H", "C", "C", "C", "N", "H", "H", "H", "H", "H", "H", "H"], "xyz": [[1.9055, 0.4031, -1.0170], [2.8319, -0.2414, -0.6777], [3.7640, -1.2168, 0.0400], [1.4650, 1.1402, -1.6252], [-0.3015, 0.9396, 0.7156], [0.1888, -0.4688, 0.4668], [-0.4607, -1.2057, -0.6708], [0.9139, -1.1384, 1.2551], [-0.5552, 1.4560, -0.2061], [0.4351, 1.5199, 1.2681], [-1.2082, 0.8797, 1.3204], [-1.4313, -1.5717, -0.3313], [0.1424, -2.0661, -0.9468], [-0.6212, -0.5694, -1.5376], [1.2736, -0.6232, 2.0581]], "atomic_forces_ev_per_a": [[2.0, -0.7, 0.0], [-2.5, 2.0, -1.2], [1.5, -1.4, 0.9], [-0.3, 0.4, -0.3], [0.1, -0.1, 0.2], [-0.6, 0.0, 0.3], [0.0, -0.1, 0.0], [0.2, -0.6, 0.5], [0.0, 0.1, -0.1], [0.0, 0.0, 0.0], [-0.1, 0.0, 0.0], [-0.1, 0.0, -0.1], [0.0, 0.0, 0.0], [-0.1, 0.0, -0.1], [-0.1, 0.2, -0.1]], "lowdin_charge": [0.016, -0.671, 0.655, 0.096, -0.066, -0.579, -0.069, 0.097, 0.065, 0.080, 0.086, 0.086, 0.082, 0.067, 0.054]}

=====

10.
{"formula": "C4H8N2S", "method": "ωB97M-V/def2-TZVPD", "multiplicity": 3, "energy_ha": -664.71397, "s_squared": 2.020, "orbital_gap_ev": [6.7, 7.7], "relative_energy_kj_mol": 224.3, "lumo_energy_ev": [0.8, -1.5], "symbols": ["C", "C", "C", "C", "N", "N", "S", "H", "H", "H", "H", "H", "H", "H", "H"], "xyz": [[-1.2964, -0.4609, -0.2654], [-1.7657, -1.4598, 0.7823], [1.8936, 1.4297, -0.4926], [1.6405, -0.0276, -0.2665], [-2.0495, 0.5466, -0.3465], [-2.7628, 1.3987, -0.1138], [0.2176, -0.7408, -1.0899], [-1.0393, -1.7208, 1.4964], [-2.1537, -2.3960, 0.1343], [-2.6479, -0.9655, 1.3240], [2.1117, 1.5805, -1.4620], [1.1132, 2.1910, -0.1148], [2.7131, 1.7964, 0.2164], [1.5524, -0.4815, 0.8448], [2.4733, -0.6901, -0.6468]], "atomic_forces_ev_per_a": [[0.7, -2.5, 2.9], [-2.8, -0.7, -2.0], [-0.5, 1.7, 5.7], [0.1, -2.4, 3.0], [3.9, -0.8, -3.3], [-4.7, 4.4, 1.6], [-0.1, -0.8, -2.1], [1.1, -0.7, 0.7], [0.8, 1.7, 1.9], [1.1, -1.0, -0.8], [0.8, 0.9, -3.3], [0.4, -1.7, -1.0], [-0.4, -0.8, -1.3], [0.3, 1.8, -2.1], [-0.8, 0.9, 0.0]], "lowdin_charge": [-0.666, -0.093, -0.176, -0.580, -0.179, 0.129, 0.893, 0.036, 0.129, 0.090, 0.018, 0.106, 0.097, 0.117, 0.080]}